Molecular formula: C6H12BrNO
Method: DFT, the ωB97M-V functional and the def2-TZVPD basis

Computed properties:
gap between HOMO and LUMO = 9.17 eV
E_HOMO = -9.38 eV
structure (SMILES) = CC(C)(C)[C@](C)(Br)N=O
spin multiplicity = 1

Cartesian coordinates (Å):
C: 0.87 0.34 -1.20
C: 1.12 1.12 1.15
C: 0.00 -1.30 0.68
C: -2.15 -0.12 -0.60
C: 0.36 0.20 0.22
C: -1.19 0.89 0.14
N: -1.77 1.03 1.41
O: -2.36 2.06 1.65
Br: -1.19 2.59 -0.77
H: 0.33 -0.47 -1.83
H: 0.65 1.25 -1.64
H: 1.91 0.29 -1.26
H: 0.80 0.70 2.20
H: 2.26 0.95 1.20
H: 1.01 2.25 0.99
H: -0.68 -1.16 1.47
H: 0.90 -1.87 0.91
H: -0.33 -1.79 -0.22
H: -2.30 -1.04 0.01
H: -1.79 -0.29 -1.62
H: -3.00 0.55 -0.56


Molecular formula: C6H12BrNO2
Method: DFT, the ωB97M-V functional and the def2-TZVPD basis

Computed properties:
gap between HOMO and LUMO = 9.12 eV
E_HOMO = -8.42 eV
structure (SMILES) = C/C(Br)=[N+](/[O-])O.C=C(C)C
spin multiplicity = 1

Cartesian coordinates (Å):
C: 2.36 -0.75 1.39
C: 1.78 -1.23 -1.00
C: 0.50 -2.24 0.76
C: -2.14 0.63 -1.42
C: 1.55 -1.30 0.30
C: -1.33 1.70 -0.88
N: -1.70 2.51 0.16
O: -2.89 2.22 0.79
O: -1.10 3.54 0.54
Br: 0.27 2.13 -1.67
H: 1.93 0.12 1.89
H: 3.37 -0.41 1.02
H: 2.74 -1.51 2.21
H: -3.14 3.06 1.23
H: 1.30 -1.57 -1.83
H: 2.52 -0.59 -1.52
H: -0.08 -2.70 -0.09
H: 1.03 -3.06 1.32
H: -0.18 -1.79 1.51
H: -1.47 -0.27 -1.20
H: -2.19 0.83 -2.55
H: -3.13 0.67 -0.95


Molecular formula: C6H12CdO6
Method: DFT, the ωB97M-V functional and the def2-TZVPD basis

Computed properties:
gap between HOMO and LUMO = 9.24 eV
E_HOMO = -9.08 eV
spin multiplicity = 1

Cartesian coordinates (Å):
Cd: -0.14 -0.07 -0.09
C: -1.07 2.75 2.57
C: -0.48 1.72 1.65
O: -0.53 0.49 2.00
O: 0.00 2.06 0.53
H: -1.89 2.34 3.16
H: -1.49 3.56 1.98
H: -0.28 3.09 3.25
C: -2.00 0.29 -3.69
C: -1.29 0.17 -2.39
O: -1.96 -0.12 -1.35
O: -0.04 0.32 -2.31
H: -2.74 1.09 -3.71
H: -2.53 -0.65 -3.87
H: -1.30 0.43 -4.51
C: 1.39 -2.30 1.08
C: 2.52 -1.54 0.42
O: 2.08 -0.25 0.00
O: 0.11 -2.27 0.35
H: 1.17 -1.72 1.99
H: 1.73 -3.26 1.44
H: 3.01 -2.07 -0.40
H: 3.29 -1.43 1.19
H: 2.82 0.37 0.01
H: -0.37 -3.02 0.72


Molecular formula: C6H12ClCr2O6
Method: DFT, the ωB97M-V functional and the def2-TZVPD basis

Computed properties:
gap between HOMO and LUMO (spin up / spin down) = 6.13 / 8.08 eV
<S²> = 20.020
total charge = +3
E_HOMO (spin up / spin down) = -20.69 / -20.69 eV
spin multiplicity = 9

Cartesian coordinates (Å):
Cr: -1.77 -0.37 -3.41
Cr: -1.59 -3.45 0.49
Cl: -1.69 -2.07 -1.56
C: -1.73 0.81 1.11
O: -0.76 0.35 2.04
C: -0.71 -0.91 2.41
O: -1.34 -1.83 1.86
O: 0.01 -0.98 3.48
C: 0.57 -2.25 3.89
H: -1.55 0.29 0.17
H: -1.64 1.89 1.00
H: -2.76 0.64 1.43
H: -0.17 -3.05 3.79
H: 0.83 -2.22 4.94
H: 1.51 -2.36 3.36
C: 0.41 3.28 -3.19
O: 1.20 2.53 -2.22
C: 0.99 1.25 -2.08
O: 0.09 0.65 -2.71
O: 1.87 0.77 -1.26
C: 1.85 -0.61 -0.91
H: 0.55 2.91 -4.20
H: 0.76 4.31 -3.22
H: -0.63 3.36 -2.88
H: 2.38 -1.19 -1.66
H: 0.88 -1.05 -0.68
H: 2.43 -0.72 0.01